Entry 1:
Computed, not measured: the molecule C2H4FNO2 in a non-equilibrium geometry, with the ωB97M-V functional and the def2-TZVPD basis.

Output
SMILES string   NC(=O)[C@@H](O)F
LUMO   0.6 eV

The geometry in ORCA input format:
```
! wB97M-V def2-TZVPD RIJCOSX def2/J DEFGRID3
* xyz 0 1
N -1.07912 -0.78848 0.00597
C -0.45960 0.73158 -0.17643
O -1.15897 1.63929 0.06719
C 1.02477 0.38063 -0.11002
O 1.12271 -0.10051 1.12109
F 1.43361 -0.50089 -1.11139
H -0.76869 -1.22856 -0.79476
H -2.12143 -0.81868 0.08406
H 1.67181 1.27439 -0.25102
H 0.33492 -0.58877 1.16531
*
```



Entry 2:
Computed, not measured: a cluster of 2 separate species, C2H4FNO3 in total in a non-equilibrium geometry, with the ωB97M-V functional and the def2-TZVPD basis.

Output
LUMO (alpha / beta)   -0.2 / -1.2 eV

The geometry in ORCA input format:
```
! wB97M-V def2-TZVPD RIJCOSX def2/J DEFGRID3
* xyz 0 1
C -0.20076 0.03182 -1.09872
C 0.82052 0.43243 -0.04163
N -0.21239 -0.79556 1.87476
O -0.94796 -1.64034 1.38373
O 0.06525 -0.53677 2.98484
O -1.24722 0.95417 -1.31933
F 1.96990 -0.20602 0.07253
H 0.42942 -0.40529 -1.92197
H -0.84321 -0.99186 -0.74993
H 1.03304 1.37790 0.27013
H -0.86658 1.77952 -1.45441
*
```



Entry 3:
Computed, not measured: a cluster of 2 separate species, C2H4FNO4 in total in a non-equilibrium geometry, with the ωB97M-V functional and the def2-TZVPD basis.

Output
SMILES string   O=C[C@H](F)[N+](=O)[O-].O
LUMO   -0.2 eV

The geometry in ORCA input format:
```
! wB97M-V def2-TZVPD RIJCOSX def2/J DEFGRID3
* xyz 0 1
O -0.28241 -0.64363 -2.83508
C 0.41318 -0.23079 -1.95066
C 0.09261 -0.37069 -0.49516
F -1.11950 -1.02450 -0.33851
N -0.07548 0.98533 0.06436
O -1.15903 1.36541 0.42337
O 0.92995 1.65086 -0.00468
H 1.45578 0.30438 -2.03001
H 0.95147 -0.75503 -0.04351
O -0.08441 -0.30200 2.23307
H -0.59080 0.25890 2.88994
H -0.53135 -1.23824 2.08687
*
```



Entry 4:
Computed, not measured: the molecule C2H4FNS2 in a non-equilibrium geometry, with the ωB97M-V functional and the def2-TZVPD basis.

Output
SMILES string   FCC(=S)NS
LUMO   0.1 eV

The geometry in ORCA input format:
```
! wB97M-V def2-TZVPD RIJCOSX def2/J DEFGRID3
* xyz 0 1
F -2.31485 -1.26954 -0.14401
C -1.92594 -0.03902 0.01018
C -0.40772 0.20253 0.09634
S 0.06126 1.75764 -0.01291
N 0.32664 -0.83512 0.31297
S 2.12632 -0.73340 -0.06164
H -2.37692 0.60741 0.91061
H -2.16405 0.54355 -0.86214
H -0.03981 -1.84923 0.05768
H 2.12866 0.60109 -0.44707
*
```



Ordered relative energy (zero: lowest compared OMol25 entry of this formula, charge and spin) results: 1.227 3.845 0.000 0.857; unit eV.